Record 1
# C33H77MnN10O11

C33H77MnN10O11 as an isolated structure (the ωB97M-V functional and the def2-TZVPD basis, OMol25).

Calculated values
Spin multiplicity: 7
Net charge: +2
Expectation value of S²: 12.007
HOMO-LUMO gap (alpha / beta), eV: 7.790 / 4.388
Molecular weight, g mol⁻¹: 845.0

Cartesian coordinates (Å):
H1 10.385 25.592 1.876
O1 21.314 16.191 1.051
N1 12.976 23.626 -3.122
H2 12.807 24.949 5.959
C1 22.285 18.055 3.178
C2 17.071 19.383 6.792
C3 17.133 16.353 -0.434
C4 17.798 23.387 8.212
H3 19.673 19.518 5.707
C5 15.369 17.292 1.100
N2 15.935 17.197 -0.253
H4 20.467 26.839 0.731
H5 14.403 17.784 1.202
C6 13.443 19.895 2.787
H6 18.690 21.298 -1.774
C7 18.958 26.128 2.632
N3 21.724 18.354 1.843
H7 17.126 21.872 2.580
Mn1 13.692 20.598 -0.519
C8 12.881 25.594 5.083
H8 18.316 26.621 1.902
C9 21.411 17.416 0.936
C10 14.484 21.876 3.793
C11 15.551 17.954 -1.334
H9 18.230 25.400 5.838
H10 22.100 17.004 3.403
H11 20.497 20.043 1.540
O2 18.210 24.062 9.137
H12 12.218 19.520 4.838
H13 17.519 22.246 -0.168
H14 13.219 25.141 -4.499
H15 13.203 28.040 5.986
H16 15.921 24.425 0.361
O3 14.771 25.784 3.097
C12 16.636 18.409 4.538
C13 12.932 20.329 4.995
H17 15.761 27.045 4.468
H18 13.094 24.050 1.732
C14 19.922 23.873 2.337
O4 13.310 21.488 -2.327
H19 18.085 20.789 1.500
H20 15.902 17.673 1.971
N4 14.108 26.347 5.209
H21 14.475 23.409 -1.683
C15 12.821 22.293 -3.041
H22 18.920 19.210 4.186
H23 11.985 26.191 5.252
H24 15.288 21.911 4.529
N5 17.480 18.856 5.629
H25 21.907 18.640 4.015
O5 18.498 18.090 -2.880
H26 17.175 23.962 1.383
H27 23.316 18.368 3.344
H28 13.809 22.728 3.706
H29 11.561 25.064 -3.700
H30 12.359 21.160 5.406
H31 17.483 23.205 4.922
C16 17.111 21.238 1.694
H32 16.635 25.778 6.765
H33 16.018 22.759 6.022
H34 17.029 18.824 3.610
H35 17.312 21.931 6.282
H36 12.098 23.863 -4.961
H37 15.566 18.509 4.724
H38 10.712 23.511 -1.046
H39 14.977 21.862 2.821
O6 17.760 19.961 7.674
H40 19.252 17.826 5.207
H41 15.269 16.240 1.370
C17 13.988 24.191 -2.265
N6 19.955 19.604 -2.116
C18 21.330 20.174 -2.304
O7 19.356 23.533 3.406
C19 16.644 22.186 0.479
H42 12.083 21.976 -3.793
C20 17.088 22.927 5.899
H43 20.312 25.506 -0.238
H44 17.055 15.296 -0.178
O8 12.777 22.604 0.312
H45 12.267 25.965 2.095
H46 14.792 24.667 -2.826
H47 20.492 23.244 1.636
N7 11.638 24.656 0.509
H48 17.517 22.336 8.381
H49 11.223 26.803 1.065
H50 15.972 17.556 -2.271
H51 17.277 16.239 -1.508
O9 15.626 21.528 -0.241
H52 9.774 24.681 -0.047
N8 13.633 20.714 3.823
H53 19.196 20.651 -0.301
O10 13.848 20.101 1.625
H54 10.889 25.367 -1.219
C21 18.942 18.871 5.222
N9 19.914 25.139 1.923
H55 20.480 18.050 -3.414
C22 20.611 25.760 0.779
C23 17.630 25.333 6.746
H56 18.240 25.788 3.378
H57 17.936 19.814 -1.243
H58 12.728 19.105 3.065
H59 15.979 19.292 6.679
C24 14.959 26.346 4.185
H60 16.420 20.397 1.755
H61 20.948 17.988 0.117
H62 18.064 26.009 7.482
N10 17.556 23.899 6.991
H63 15.064 28.082 6.118
H64 13.625 19.927 5.735
C25 14.135 27.517 6.200
C26 18.891 20.338 -1.300
H65 13.429 24.713 -1.489
H66 21.598 20.154 -3.361
C27 10.705 24.499 -0.585
H67 12.834 24.855 4.283
H68 21.881 20.047 0.555
C28 12.594 23.766 0.793
H69 21.968 19.572 -1.657
C29 19.676 18.482 -2.799
H70 21.692 25.650 0.862
C30 11.378 25.809 1.483
H71 15.667 23.575 1.902
O11 14.776 18.923 -1.338
H72 17.915 16.763 0.206
C31 16.239 23.581 0.973
H73 14.088 27.216 7.246
H74 21.373 21.150 -1.822
H75 16.795 17.332 4.586
H76 22.016 20.469 2.300
C32 21.560 19.803 1.567
H77 19.545 26.867 3.178
C33 12.396 24.521 -4.144

Record 2
# C33H78AlClF2N7O31P2S2

C33H78AlClF2N7O31P2S2 as an isolated structure (the ωB97M-V functional and the def2-TZVPD basis, OMol25).

Calculated values
Net charge: +1
HOMO-LUMO gap, eV: 1.462
Molecular weight, g mol⁻¹: 1295.5

Cartesian coordinates (Å):
C1 -21.810 15.123 -1.019
C2 -19.446 22.738 0.584
H1 -20.515 5.994 3.716
H2 -19.564 14.196 1.402
O1 -16.538 19.385 8.273
H3 -20.311 9.461 0.775
H4 -20.951 7.974 6.294
C3 -17.479 15.612 0.125
H5 -17.524 21.926 5.462
O2 -19.626 21.665 5.359
N1 -18.791 21.496 1.004
H6 -17.027 21.923 0.033
H7 -23.860 14.623 3.022
O3 -19.756 13.723 4.970
C4 -19.646 6.260 4.319
H8 -21.972 18.522 6.838
O4 -21.912 17.084 3.499
O5 -21.711 13.996 -3.628
O6 -16.843 16.046 -0.944
C5 -19.499 12.762 8.722
H9 -17.944 13.750 1.882
O7 -27.700 15.012 4.207
H10 -22.447 11.128 4.832
H11 -21.107 9.456 7.174
N2 -19.476 16.117 4.048
C6 -19.383 9.441 1.347
N3 -19.485 19.609 -0.844
H12 -17.430 8.544 4.257
C7 -20.976 18.662 6.428
H13 -20.888 11.647 4.301
O8 -17.178 17.815 6.771
H14 -17.664 10.621 3.062
C8 -19.389 12.852 -4.354
H15 -28.733 16.674 4.982
Al1 -17.144 17.715 3.729
H16 -20.212 18.138 6.995
H17 -23.175 12.069 2.376
H18 -18.650 10.756 4.414
C9 -21.376 11.040 5.066
P1 -20.531 8.770 3.711
H19 -18.827 5.812 3.746
H20 -22.502 21.478 2.118
H21 -18.184 18.114 -1.616
H22 -18.570 10.030 0.940
H23 -15.986 21.254 7.547
H24 -22.067 10.939 1.744
O9 -26.151 16.633 4.255
C10 -18.543 16.590 8.828
H25 -20.212 13.212 11.219
C11 -22.406 11.969 1.611
H26 -20.525 22.766 0.716
H27 -21.856 20.103 3.080
C12 -22.418 11.616 -0.720
O10 -21.391 14.717 2.916
F1 -20.364 16.624 1.886
C13 -18.417 22.231 4.918
C14 -21.631 20.850 2.312
H28 -23.856 11.104 -3.542
C15 -17.171 18.304 7.872
C16 -17.339 21.454 0.979
N4 -19.404 7.692 4.327
C17 -22.947 11.128 -2.940
F2 -18.495 15.311 6.062
H29 -19.913 20.053 -2.828
Cl1 -15.115 14.149 4.363
H30 -19.347 17.499 -0.468
H31 -17.478 12.347 6.239
O11 -22.964 12.223 0.333
C18 -16.765 15.270 -2.127
C19 -28.739 15.981 4.142
O12 -23.291 11.759 -1.711
O13 -18.022 14.424 -0.058
O14 -15.252 12.741 4.297
N5 -21.198 20.261 1.051
H32 -22.603 18.710 1.297
H33 -18.986 21.294 -1.931
H34 -21.620 12.704 1.761
C20 -19.212 18.244 -1.249
H35 -22.597 10.100 -2.889
O15 -18.637 13.039 7.757
H36 -22.514 8.820 6.233
P2 -19.552 19.994 0.807
S1 -19.848 15.144 5.200
N6 -19.642 9.834 2.737
H37 -19.765 5.873 5.331
H38 -22.672 14.482 -0.853
H39 -16.344 15.827 -2.961
H40 -21.680 18.623 -0.154
O16 -19.822 13.909 9.314
H41 -18.375 12.633 -4.667
H42 -20.579 14.943 10.966
O17 -19.543 13.498 -3.087
H43 -17.736 14.896 -2.447
H44 -18.860 11.292 6.641
H45 -19.790 18.046 -2.157
H46 -18.469 8.990 5.589
H47 -23.028 19.840 0.048
O18 -20.687 20.049 6.299
H48 -19.606 16.771 8.697
H49 -19.985 11.937 -4.275
C21 -20.575 13.960 10.512
C22 -18.162 8.150 4.965
O19 -20.707 14.460 -1.636
C23 -19.657 20.345 5.539
H50 -16.075 19.962 6.305
H51 -20.872 21.478 2.786
H52 -16.861 22.084 1.731
C24 -18.718 10.789 3.331
H53 -16.095 14.421 -1.975
O20 -21.391 10.986 -0.693
H54 -21.598 13.666 10.269
H55 -21.377 15.358 -0.044
C25 -18.083 11.937 7.047
O21 -17.467 16.248 1.138
S2 -20.955 16.047 3.237
O22 -15.926 14.761 5.400
O23 -13.766 14.538 4.584
H56 -18.416 16.145 9.821
C26 -22.174 19.336 0.506
C27 -15.838 20.200 7.344
H57 -14.792 19.900 7.441
C28 -19.813 20.585 -1.884
H58 -21.040 18.173 5.455
O24 -17.748 17.758 8.935
C29 -18.635 13.761 1.034
H59 -18.161 15.781 8.209
H60 -19.044 23.612 1.094
H61 -19.865 13.316 -5.222
N7 -20.920 9.677 5.095
H62 -19.077 8.388 1.424
H63 -21.212 11.519 6.032
H64 -29.714 15.512 4.072
H65 -17.374 11.434 7.705
H66 -22.285 11.765 -3.522
C30 -21.432 8.953 6.262
O25 -15.606 14.823 3.144
O26 -19.824 11.673 9.128
H67 -23.734 13.905 4.610
C31 -26.463 15.471 4.161
H68 -16.967 20.435 0.940
O27 -18.965 18.916 1.629
C32 -24.239 14.684 4.043
O28 -18.799 19.586 5.164
H69 -18.245 22.051 3.853
H70 -18.490 23.315 5.001
O29 -25.636 14.458 4.043
H71 -17.695 7.412 5.610
O30 -21.717 8.183 3.098
H72 -21.996 16.088 -1.490
H73 -18.915 11.796 2.962
H74 -18.776 12.745 0.676
H75 -28.566 16.584 3.249
O31 -20.792 15.643 6.175
H76 -19.256 22.831 -0.489
H77 -20.770 21.068 -1.685
C33 -20.792 13.942 -2.864
H78 -23.944 15.668 4.404

Record 3
# C33H78ClF12N6O3P2

A 9-piece molecular cluster, C33H78ClF12N6O3P2 overall (the ωB97M-V functional and the def2-TZVPD basis, OMol25).

Calculated values
Net charge: +3
HOMO-LUMO gap, eV: 10.483
Molecular weight, g mol⁻¹: 932.4

Cartesian coordinates (Å):
F1 -13.195 -12.316 -6.605
H1 -24.640 -13.725 -7.102
C1 -13.097 -15.531 -1.620
H2 -13.803 -22.774 -3.446
H3 -10.961 -17.627 -9.052
H4 -15.889 -20.033 -4.227
H5 -14.833 -17.171 -7.751
H6 -9.269 -7.068 -11.716
H7 -10.099 -5.565 -9.925
H8 -11.575 -16.386 -7.956
C2 -19.328 -15.887 -6.165
H9 -15.313 -21.674 -6.603
H10 -11.897 -13.012 -3.900
C3 -26.022 -14.747 -4.831
H11 -23.387 -15.632 -4.435
H12 -26.427 -16.003 -6.448
H13 -11.799 -9.390 -10.270
C4 -12.834 -12.971 -3.435
H14 -16.283 -23.842 -6.588
N1 -14.307 -16.849 -8.600
H15 -17.902 -20.916 -2.264
F2 -16.912 -14.125 -0.846
C5 -16.190 -20.724 -3.479
H16 -10.863 -7.395 -12.411
C6 -9.760 -8.288 -9.434
H17 -23.728 -17.273 -10.038
C7 -9.708 -9.134 -11.765
H18 -14.565 -17.073 -10.713
C8 -17.413 -20.159 -2.857
F3 -17.996 -12.622 -2.275
H19 -13.829 -22.613 -6.136
H20 -10.492 -9.786 -12.021
H21 -18.480 -17.498 -5.484
C9 -14.470 -8.993 -10.569
C10 -14.655 -22.015 -5.789
H22 -12.598 -16.427 -1.331
N2 -17.944 -15.282 -6.374
H23 -12.390 -8.214 -9.164
H24 -8.015 -9.343 -10.287
C11 -24.831 -13.699 -4.964
F4 -12.765 -12.762 -8.799
H25 -17.472 -22.078 -4.767
H26 -26.442 -14.875 -3.818
C12 -13.121 -17.744 -8.619
H27 -18.877 -16.518 -4.187
N3 -10.799 -7.528 -10.331
H28 -13.047 -8.568 -12.135
F5 -18.749 -14.838 -2.002
H29 -14.290 -10.046 -10.397
H30 -16.661 -24.429 -5.004
F6 -14.927 -12.155 -8.149
H31 -24.521 -17.339 -7.555
F7 -12.973 -14.515 -7.381
H32 -22.470 -15.138 -8.224
C13 -23.227 -16.337 -9.804
C14 -15.887 -24.107 -5.621
C15 -14.467 -23.535 -3.789
C16 -24.284 -16.241 -7.680
F8 -17.817 -14.031 -3.974
H33 -9.472 -10.310 -9.948
H34 -9.045 -7.576 -8.993
P1 -17.327 -14.073 -2.364
H35 -25.230 -12.685 -5.054
F9 -16.697 -15.495 -2.619
H36 -12.945 -24.069 -5.052
C17 -22.892 -16.124 -8.297
H37 -14.095 -15.379 -1.321
H38 -17.274 -16.014 -6.557
C18 -13.302 -8.167 -11.130
F10 -15.925 -13.399 -2.872
C19 -23.352 -16.323 -5.263
H39 -15.191 -26.128 -5.262
H40 -15.283 -20.851 -2.855
H41 -25.036 -15.864 -8.338
H42 -15.931 -16.208 -9.856
C20 -14.786 -25.196 -5.651
H43 -25.757 -16.969 -5.126
H44 -23.764 -15.465 -9.976
C21 -10.130 -7.700 -11.660
H45 -17.616 -13.253 -6.905
H46 -14.309 -25.208 -6.598
H47 -22.165 -16.756 -7.839
C22 -12.914 -15.418 -3.067
C23 -19.325 -16.899 -5.113
O1 -12.312 -16.153 -3.767
H48 -11.554 -5.987 -8.940
N4 -15.401 -22.900 -4.878
H49 -22.359 -16.493 -5.689
H50 -17.052 -19.342 -2.226
C24 -25.737 -15.991 -5.612
H51 -17.546 -14.886 -5.501
C25 -24.195 -14.176 -6.236
C26 -13.761 -24.618 -4.551
H52 -14.785 -8.549 -9.613
C27 -11.044 -6.142 -9.936
N5 -13.559 -14.242 -3.716
O2 -13.348 -18.919 -8.695
H53 -23.739 -17.303 -4.972
H54 -15.190 -23.938 -3.020
H55 -22.326 -16.225 -10.379
H56 -23.132 -13.939 -6.367
H57 -13.648 -14.438 -4.711
C28 -12.080 -8.318 -10.220
H58 -24.129 -13.643 -4.093
H59 -13.644 -7.150 -11.319
H60 -14.543 -14.122 -3.464
H61 -15.742 -17.926 -9.724
H62 -20.277 -17.337 -4.926
H63 -12.517 -14.713 -1.101
F11 -14.891 -13.809 -6.533
H64 -26.887 -14.240 -5.299
O3 -20.161 -15.561 -6.951
H65 -11.639 -5.705 -10.770
C29 -16.571 -22.076 -4.118
N6 -24.346 -15.699 -6.238
C30 -11.835 -16.989 -8.868
H66 -15.280 -8.859 -11.273
H67 -11.910 -16.251 -9.664
H68 -16.878 -22.681 -3.315
F12 -14.553 -14.232 -8.828
H69 -14.007 -15.879 -8.542
C31 -9.132 -9.347 -10.365
C32 -15.185 -17.023 -9.789
H70 -14.247 -21.157 -5.242
H71 -18.095 -19.907 -3.644
Cl1 -16.199 -17.820 -6.398
H72 -13.378 -12.164 -3.849
H73 -13.433 -25.369 -3.827
H74 -12.599 -12.824 -2.411
H75 -16.982 -14.625 -7.991
H76 -8.836 -9.136 -12.460
P2 -13.889 -13.257 -7.742
C33 -17.805 -14.268 -7.385
H77 -18.725 -14.196 -7.958
H78 -10.362 -8.716 -8.611